Density functional theory data (the ωB97M-V functional and the def2-TZVPD basis) for a structure of composition C48H42I2IrN3OP2.

Output
* spin multiplicity: 6
* <S²>: 8.8174
* max |F|: 0.6 eV/Å
* E_HOMO (alpha / beta): -9.07 / -9.93 eV
* net charge: +1

The geometry in XYZ format:
```
99
C48H42I2IrN3OP2 | the Open Molecules 2025 dataset | the ωB97M-V functional and the def2-TZVPD basis
Ir 0.6265 0.2781 -0.0637
C 1.6994 -2.3673 1.6957
P -0.0537 -1.8547 1.4478
C -0.4327 -2.4502 -0.1988
C -0.8308 -1.4668 -2.1175
C -0.9182 -2.1307 -3.4768
C -0.8299 -3.3982 -3.8952
C -0.4406 -4.6554 -3.1322
C -0.6818 -3.9134 -0.6885
C -1.0002 -2.7591 2.7036
C -0.5253 -2.7828 4.0171
C -1.2449 -3.4312 5.0087
C -2.4486 -4.0524 4.7014
C -2.9322 -4.0214 3.4017
C -2.2157 -3.3717 2.4062
C 2.4876 -1.1332 1.9887
C 3.4507 -0.8114 2.9107
C 3.6804 0.5947 2.8065
C 2.8472 1.0666 1.8281
C 2.4897 2.4495 1.3667
P 0.6709 2.3059 1.1984
C 0.0043 3.7767 0.3948
C -1.3788 3.9643 0.3865
C -1.9318 5.0211 -0.3197
C -1.1113 5.8900 -1.0304
C 0.2622 5.7029 -1.0335
C 0.8199 4.6457 -0.3247
C 0.0905 2.3688 2.9100
C -0.0173 3.6091 3.5438
C -0.3649 3.6749 4.8830
C -0.6065 2.5067 5.5970
C -0.4996 1.2744 4.9705
C -0.1499 1.2054 3.6289
N 2.1188 0.0024 1.3179
H 2.0105 -2.8215 0.7517
H 1.7899 -3.1223 2.4741
H -1.0906 -0.4274 -2.2933
H -1.1686 -1.4262 -4.2672
H -1.0270 -3.5600 -4.9520
H -1.3223 -5.2832 -2.9755
H -0.6222 -4.6896 0.0852
H 0.4100 -2.2927 4.2693
H -0.8655 -3.4533 6.0221
H -3.0074 -4.5633 5.4744
H -3.8687 -4.5068 3.1589
H -2.5944 -3.3693 1.3912
H 3.9320 -1.4958 3.5923
H 4.3638 1.1842 3.3977
H 2.9194 2.6839 0.3878
H 2.7897 3.2166 2.0796
H -2.0228 3.2921 0.9432
H -3.0039 5.1694 -0.3135
H -1.5446 6.7169 -1.5780
H 0.9026 6.3852 -1.5777
H 1.8960 4.5156 -0.3167
H 0.1607 4.5247 2.9918
H -0.4507 4.6377 5.3694
H -0.8794 2.5610 6.6428
H -0.6910 0.3627 5.5218
H -0.0643 0.2445 3.1390
I -1.4843 3.2179 -3.8716
C 0.4669 2.6223 -3.7003
C 1.4077 3.0140 -4.6430
C 2.7409 2.6442 -4.5324
I 4.0344 3.2854 -5.9958
C 3.2065 1.8510 -3.4232
C 4.5322 1.4387 -3.2115
C 4.8414 0.7019 -2.0930
C 3.8311 0.3752 -1.1813
N 2.5797 0.7485 -1.3774
C 2.2693 1.4607 -2.4638
C 0.8598 1.8052 -2.5877
O 0.0326 1.3929 -1.7338
H 1.0905 3.6201 -5.4798
H 5.2995 1.7060 -3.9258
H 5.8552 0.3778 -1.9049
H 4.0274 -0.1869 -0.2743
C -3.5632 0.4519 -2.1623
N -3.8185 -0.5815 -1.1913
C -4.6719 -1.6409 -1.6799
C -2.7189 -1.0119 -0.3601
C -1.7499 -2.0304 -0.9476
C -2.0716 -3.4763 -1.0763
C 0.2144 -4.2556 -1.8537
C 1.4898 -3.6068 -2.0059
C 1.6378 -2.3157 -1.6611
C 0.4484 -1.5876 -1.1389
H -4.5043 0.9392 -2.4325
H -3.1054 0.0936 -3.1000
H -2.9035 1.2086 -1.7336
H -5.6374 -1.2303 -1.9810
H -4.8511 -2.3665 -0.8842
H -4.2508 -2.1809 -2.5438
H -3.1263 -1.4122 0.5750
H -2.1434 -0.1154 -0.0751
H -2.9437 -4.0209 -1.4113
H 0.2467 -5.2255 -3.7649
H 2.2726 -4.1203 -2.5599
H 2.5746 -1.8097 -1.8632
```

=====

Density functional theory data (the ωB97M-V functional and the def2-TZVPD basis) for a structure of composition C48H42MgN6O8PS.

Output
* energy relative to the best compared isomer or geometry (same formula, charge and spin): 6.6 kcal/mol
* max |F|: 1.3 eV/Å
* E_HOMO: -4.92 eV
* net charge: -1

The geometry in XYZ format:
```
107
C48H42MgN6O8PS | the Open Molecules 2025 dataset | the ωB97M-V functional and the def2-TZVPD basis
Mg -1.2450 0.8847 0.3054
C 2.3243 -12.4379 2.2691
O 3.1949 -11.3885 1.8889
C 2.6548 -10.1498 1.7746
C 1.3137 -9.8618 1.9794
C 0.8660 -8.5517 1.8383
C 1.7302 -7.5243 1.4948
C 3.0767 -7.8353 1.2911
C 3.5340 -9.1269 1.4283
C 1.2857 -6.1309 1.3461
N 2.0802 -5.1012 1.2090
C 1.2497 -4.0090 1.0983
C -0.0631 -4.3871 1.1692
N -0.0301 -5.7530 1.3272
C -1.1672 -3.4772 1.0964
C -2.5176 -3.8201 1.2386
C -3.4665 -2.8353 1.1668
C -3.0593 -1.5150 0.9532
N -1.7871 -1.1732 0.8261
C -0.8446 -2.1295 0.8928
C 0.5533 -1.7055 0.7879
N 0.7753 -0.3940 0.5981
C 2.0140 0.0588 0.6602
C 3.1164 -0.7838 0.8395
C 2.9097 -2.1366 0.9477
C 1.6003 -2.6248 0.9348
H 2.9326 -13.3358 2.3182
H 1.5283 -12.5833 1.5348
H 1.8793 -12.2512 3.2495
H 0.6110 -10.6330 2.2576
H -0.1850 -8.3529 2.0172
H 3.7549 -7.0353 1.0209
H 4.5772 -9.3730 1.2745
H -0.8267 -6.3582 1.3902
H -2.8077 -4.8522 1.4072
H -4.5198 -3.0596 1.2711
H -3.7820 -0.7088 0.8897
H 2.1303 1.1316 0.5540
H 4.1118 -0.3611 0.8963
H 3.7308 -2.8338 1.0643
O -5.2614 1.8559 0.4430
S -3.9120 2.3493 0.3032
O -3.4983 2.6304 -1.0515
O -2.9328 1.5261 1.0701
C -3.8076 3.9593 1.0599
C -4.9257 4.5021 1.6752
C -4.8911 5.8135 2.1189
C -3.7436 6.5743 1.9307
C -2.6245 6.0211 1.3258
C -2.6203 4.6985 0.8930
P -1.0797 3.9395 0.1263
C -0.8459 5.1868 -1.2261
C -1.6417 4.9983 -2.3632
C -1.5820 5.8875 -3.4260
C -0.7251 6.9807 -3.3773
C 0.0703 7.1749 -2.2567
C 0.0115 6.2850 -1.1885
C 0.1972 4.4939 1.3519
C -0.0715 4.7134 2.7016
C 0.9572 4.9379 3.6060
C 2.2770 4.9457 3.1816
C 2.5642 4.7019 1.8452
C 1.5341 4.4626 0.9466
H -5.8131 3.8878 1.7719
H -5.7616 6.2514 2.5929
H -3.7187 7.6068 2.2611
H -1.7337 6.6263 1.2015
H -2.3134 4.1460 -2.3974
H -2.2034 5.7250 -4.2990
H -0.6821 7.6801 -4.2049
H 0.7396 8.0268 -2.2083
H 0.6350 6.4577 -0.3227
H -1.0880 4.6673 3.0651
H 0.7252 5.0722 4.6554
H 3.0792 5.1073 3.8934
H 3.5955 4.6853 1.5089
H 1.7569 4.2179 -0.0863
O 0.1867 1.6965 4.1408
N -0.3400 1.1171 3.1874
O -0.8312 -0.0193 3.2926
O -0.2427 1.6547 2.0145
C -2.3366 -0.0495 -4.5477
C -1.7583 1.1510 -4.1366
C -1.3609 1.3175 -2.8170
C -1.5196 0.3302 -1.8157
C -2.0721 -0.8686 -2.2940
C -2.4754 -1.0690 -3.6190
H -2.6747 -0.1814 -5.5693
H -1.6297 1.9593 -4.8535
H -0.8916 2.2608 -2.5498
H -2.1950 -1.7169 -1.6181
H -2.8975 -2.0243 -3.9213
C 1.4170 -0.1566 -2.8640
N 2.4004 0.9216 -2.9689
C 3.4901 0.7320 -3.9171
C 2.2274 2.0591 -2.2513
C 3.2132 3.1934 -2.4688
O 1.2948 2.2116 -1.4740
H 0.8132 -0.2239 -3.7727
H 0.7411 0.0457 -2.0422
H 1.9307 -1.1079 -2.6990
H 3.3168 -0.2035 -4.4407
H 4.4618 0.6630 -3.4231
H 3.5336 1.5267 -4.6626
H 4.1854 2.8858 -2.8477
H 3.3442 3.7089 -1.5201
H 2.7693 3.9051 -3.1698
```

=====

Density functional theory data (the ωB97M-V functional and the def2-TZVPD basis) for a structure of composition C48H42N6O11S2TeW.

Output
* spin multiplicity: 3
* <S²>: 2.0142
* max |F|: 4.8 eV/Å
* E_HOMO (alpha / beta): -6.21 / -6.85 eV

The geometry in XYZ format:
```
111
C48H42N6O11S2TeW | the Open Molecules 2025 dataset | the ωB97M-V functional and the def2-TZVPD basis
W -0.2409 0.8423 -0.8370
O 2.6530 3.9202 -1.0515
C 1.6912 3.1991 -1.1151
N 1.6655 1.8022 -1.0114
C 2.7753 1.0681 -1.2584
O 3.8661 1.4285 -1.6258
C 2.5254 -0.4116 -1.0150
C 3.5850 -1.2933 -1.1173
C 3.4179 -2.6049 -0.7266
C 2.1754 -2.9776 -0.2475
C 1.1547 -2.0443 -0.2403
N 1.3177 -0.7813 -0.6388
C 0.2673 3.6494 -1.2214
C -0.1294 4.8313 -0.7063
C -1.4379 5.1322 -0.2016
C -2.3449 4.2752 0.3259
C -2.2274 2.8348 0.5482
N -1.2238 2.0803 0.3895
H 4.5317 -0.8936 -1.4604
H 4.2320 -3.3192 -0.7669
H 1.9813 -3.9858 0.0982
H 0.1665 -2.2946 0.1164
H 0.6484 5.5817 -0.5944
H -1.6863 6.1883 -0.1222
H -3.2823 4.7025 0.6721
H -3.1505 2.3861 0.9688
C 1.8846 -0.5141 5.2477
O 0.8828 -0.3006 6.2369
C -0.1969 0.4954 6.0382
C -1.0643 0.5435 7.1318
C -2.2246 1.2880 7.0988
C -2.5477 2.0319 5.9675
C -1.6923 2.0012 4.8853
C -0.5226 1.2342 4.8943
N 0.2802 1.2147 3.7176
C -0.1045 0.7036 2.5091
N -1.3044 0.1117 2.5049
C -1.8590 -0.7220 1.5198
C -1.4619 -0.7345 0.1914
C -2.1507 -1.6495 -0.6214
C -3.1566 -2.4789 -0.1606
C -3.5335 -2.4323 1.1762
C -2.8799 -1.5508 2.0057
O -3.2178 -1.4156 3.3382
C -2.9322 -2.5581 4.1363
N 0.6940 0.6872 1.4684
C 2.0139 1.1780 1.7046
C 3.0528 0.2764 1.8845
C 4.3625 0.7113 2.0745
C 4.6344 2.0651 2.0723
C 3.6089 2.9909 1.9079
C 2.2995 2.5565 1.7447
O 1.2395 3.3654 1.5627
C 1.3469 4.7281 1.9440
H 2.5458 -1.2640 5.6744
H 2.4626 0.3914 5.0532
H 1.4723 -0.8909 4.3137
H -0.7986 -0.0418 8.0043
H -2.8817 1.2897 7.9599
H -3.4516 2.6258 5.9333
H -1.9063 2.5720 3.9873
H 1.1695 1.6796 3.7296
H -1.8300 0.1269 3.3636
H -1.9286 -1.6703 -1.6810
H -3.6751 -3.1428 -0.8460
H -4.3383 -3.0468 1.5617
H -3.4546 -3.4426 3.7695
H -3.2682 -2.3300 5.1446
H -1.8559 -2.7612 4.1488
H 2.8213 -0.7843 1.8738
H 5.1589 -0.0104 2.2157
H 5.6532 2.4157 2.1890
H 3.8385 4.0461 1.8741
H 0.4013 5.1851 1.6653
H 2.1553 5.2409 1.4214
H 1.4969 4.8144 3.0246
O -4.3509 1.5294 -2.2317
S -2.9733 2.0234 -2.0733
O -2.0219 0.8034 -1.7786
O -0.5071 2.7601 -1.7759
C -2.4124 2.3936 -3.7746
C -3.0251 3.5107 -4.3145
C -2.5945 4.0458 -5.5181
C -1.5317 3.4674 -6.1938
C -0.9145 2.3399 -5.6801
C -1.3512 1.7995 -4.4710
S -0.5663 0.2670 -4.0243
O -1.5648 -0.7791 -3.8337
O 0.3543 -0.0646 -5.1010
O 0.2797 0.4336 -2.7613
H -3.8500 3.9559 -3.7675
H -3.0794 4.9256 -5.9230
H -1.1859 3.8865 -7.1305
H -0.1053 1.8560 -6.2072
C -0.6282 -4.3566 -3.1806
Te 0.5382 -2.6132 -3.5264
C 2.0990 -4.0246 -3.9129
C 1.4379 -5.3590 -4.1693
C 2.1261 -6.4200 -4.7515
C 1.4950 -7.6380 -4.9471
C 0.1721 -7.8064 -4.5503
C -0.5174 -6.7533 -3.9723
C 0.1090 -5.5238 -3.7906
H -1.6144 -4.2058 -3.6166
H -0.7596 -4.4689 -2.1019
H 2.7613 -4.0663 -3.0434
H 2.6958 -3.6848 -4.7598
H 3.1590 -6.2866 -5.0572
H 2.0328 -8.4546 -5.4103
H -0.3249 -8.7558 -4.7031
H -1.5506 -6.8817 -3.6694
```

=====

Density functional theory data (the ωB97M-V functional and the def2-TZVPD basis) for a structure of composition C48H43N2O4ReS3Sb.

Output
* spin multiplicity: 2
* energy relative to the best compared isomer or geometry (same formula, charge and spin): 2.5 kcal/mol
* <S²>: 0.7625
* max |F|: 1.0 eV/Å
* E_HOMO (alpha / beta): -12.87 / -12.66 eV
* net charge: +2

The geometry in XYZ format:
```
102
C48H43N2O4ReS3Sb | the Open Molecules 2025 dataset | the ωB97M-V functional and the def2-TZVPD basis
Re -0.2229 0.1114 0.1553
O 1.2783 0.3921 -1.1438
C 2.5622 0.1517 -0.9724
C 3.4563 0.6829 -1.9218
C 4.8017 0.4680 -1.8093
C 5.3357 -0.3000 -0.7483
C 4.4931 -0.8372 0.1731
C 3.0887 -0.6216 0.0972
C 2.2653 -1.3382 0.9778
N 0.9603 -1.2265 1.0355
N 0.2950 -2.2832 1.6289
C -0.8315 -2.4266 1.0053
O -1.1213 -1.6545 -0.0499
C -1.8006 -3.3933 1.5474
C -3.1136 -3.3605 1.0858
C -4.0638 -4.2031 1.6447
C -3.7024 -5.0788 2.6584
C -2.3877 -5.1206 3.1117
C -1.4355 -4.2802 2.5606
H 3.0443 1.2555 -2.7441
H 5.4710 0.8876 -2.5507
H 6.4016 -0.4687 -0.6801
H 4.8819 -1.4525 0.9766
H 2.7003 -2.1231 1.5911
H -3.3795 -2.6701 0.2950
H -5.0850 -4.1818 1.2854
H -4.4436 -5.7386 3.0924
H -2.1067 -5.8169 3.8913
H -0.4064 -4.3060 2.8957
O -1.5026 1.3050 -1.0449
S -2.3455 1.8101 -2.2061
C -1.5792 3.4179 -2.6338
C -0.2223 3.5951 -1.9648
C -0.3368 4.1528 -0.5443
C 1.0221 4.3611 0.1062
S 1.7532 2.7574 0.6036
O 0.5124 1.8906 0.9371
C 2.4214 3.2023 2.1868
C 3.5223 4.0501 2.1944
C 4.0606 4.4333 3.4093
C 3.5099 3.9579 4.5919
C 2.4266 3.0920 4.5617
C 1.8688 2.6995 3.3505
C -1.8956 0.8887 -3.6505
C -0.6927 0.2073 -3.7415
C -0.3892 -0.4318 -4.9360
C -1.2744 -0.3808 -6.0051
C -2.4859 0.2899 -5.8871
C -2.8090 0.9266 -4.6984
H -2.2893 4.1830 -2.3160
H -1.5185 3.4292 -3.7201
H 0.3701 4.2807 -2.5750
H 0.3048 2.6361 -1.9551
H -0.9318 3.4858 0.0794
H -0.8491 5.1179 -0.5673
H 0.9727 4.9790 1.0010
H 1.7377 4.7922 -0.5979
H 3.9581 4.4034 1.2653
H 4.9122 5.1000 3.4321
H 3.9380 4.2575 5.5398
H 2.0138 2.7112 5.4828
H 1.0358 2.0116 3.3090
H -0.0084 0.1722 -2.9058
H 0.5455 -0.9700 -5.0328
H -1.0227 -0.8723 -6.9358
H -3.1821 0.3105 -6.7154
H -3.7574 1.4421 -4.5856
S -2.0706 0.3682 1.7005
Sb -1.9660 0.9817 3.9399
C -0.6411 -0.1991 5.0459
C 0.1312 0.3150 6.0841
C 0.9720 -0.5390 6.7849
C 1.0329 -1.8851 6.4468
C 0.2443 -2.3900 5.4205
C -0.6013 -1.5490 4.7112
C -1.6000 3.0481 3.9951
C -1.9955 3.7528 2.8608
C -1.8217 5.1307 2.8271
C -1.2618 5.7902 3.9150
C -0.8748 5.0781 5.0421
C -1.0443 3.7014 5.0897
C -3.9260 0.5547 4.5473
C -4.3065 0.9053 5.8406
C -5.5925 0.6159 6.2681
C -6.4817 -0.0204 5.4108
C -6.0889 -0.3739 4.1264
C -4.8037 -0.0881 3.6824
H 0.0738 1.3571 6.3663
H 1.5731 -0.1550 7.5992
H 1.6953 -2.5449 6.9918
H 0.2829 -3.4431 5.1732
H -1.2161 -1.9486 3.9101
H -2.4351 3.2352 2.0161
H -2.1341 5.6918 1.9544
H -1.1371 6.8652 3.8905
H -0.4513 5.5957 5.8930
H -0.7489 3.1648 5.9806
H -3.6173 1.4029 6.5147
H -5.8998 0.8860 7.2703
H -7.4857 -0.2440 5.7478
H -6.7837 -0.8731 3.4630
H -4.5020 -0.3628 2.6794
```

=====

no.,E_tot (a.u.)
1,-3475.7890
2,-3724.5733
3,-4141.8884
4,-3777.9522